## a
Density functional theory data (the ωB97M-V functional and the def2-TZVPD basis) for C6H10N2O3 as an isolated structure.

Results
total charge	0
E_HOMO	-9.4	eV
frontier orbital gap	9.80	eV

Each line ends with the natural charge from an NBO analysis.
Atoms and positions in Å:
C 2.428 -0.021 -0.203  0.82
C 0.874 0.061 -0.305  -0.36
C 0.457 1.375 0.161  -0.48
C -1.072 1.661 -0.165  -0.19
C -1.113 -0.582 1.185  -0.26
C 0.115 -1.062 0.301  -0.41
H 3.183 -1.430 -1.005  0.46
H 0.444 -0.232 -1.587  0.23
H 0.762 1.483 1.310  0.23
H 1.154 2.402 -0.106  0.27
H -1.459 2.827 0.648  0.19
H -1.212 1.764 -1.313  0.24
H -0.738 -0.161 2.048  0.20
H -2.209 -1.385 1.426  0.30
H 0.520 -1.483 1.469  0.22
H -0.183 -1.876 -0.476  0.25
N -1.772 0.403 0.206  -0.28
N -2.741 0.080 -0.675  0.23
O 2.764 -1.461 -0.259  -0.73
O 3.168 0.768 0.054  -0.48
O -3.283 -1.043 -0.416  -0.44

***

## b
Density functional theory data (the ωB97M-V functional and the def2-TZVPD basis) for one molecule with the formula C6H10N2O3.

Results
SMILES string	CN1C=CCN[C@]1(O)C(=O)O
total charge	0
E_HOMO	-8.1	eV
frontier orbital gap	8.69	eV

Each line ends with the natural charge from an NBO analysis.
Atoms and positions in Å:
C -2.093 -0.638 0.355  -0.31
C -1.576 0.599 0.275  0.00
C 2.098 -0.073 0.270  0.73
C -1.197 -1.824 0.055  -0.26
C 0.741 -0.504 -0.244  0.47
C 0.115 2.094 -0.486  -0.40
N 0.237 -1.641 0.325  -0.62
N -0.210 0.818 0.068  -0.52
O 2.299 0.485 1.439  -0.64
O 3.048 -0.286 -0.422  -0.55
O 0.703 -0.732 -1.642  -0.69
H -3.027 -0.925 0.660  0.21
H -2.281 1.380 0.463  0.21
H -1.674 -2.765 0.590  0.21
H -1.063 -2.116 -0.951  0.22
H -0.510 2.854 0.252  0.20
H 1.116 2.210 -0.421  0.19
H -0.075 2.163 -1.601  0.18
H 0.509 -1.736 1.307  0.38
H 1.433 0.807 1.723  0.50
H 1.407 -0.168 -2.015  0.49

***

b (639.8 kJ/mol below the next structure)

***

## a
Density functional theory data (the ωB97M-V functional and the def2-TZVPD basis) for one molecule with the formula C7H12N2O5.

Results
SMILES string	C[C@H](NC(=O)[C@@H](N)CC(=O)O)C(=O)O
total charge	0
E_HOMO	-9.5	eV
frontier orbital gap	9.61	eV

Each line ends with the natural charge from an NBO analysis.
Atoms and positions in Å:
C -1.142 -0.561 1.234  -0.12
C 0.072 -0.896 0.282  0.68
C -2.539 -1.072 0.507  -0.53
C -2.971 -0.353 -0.858  0.82
C 1.907 0.228 -0.622  -0.18
C 3.160 -0.618 -0.400  0.77
C 1.889 1.737 -0.609  -0.63
H -1.365 1.360 0.739  0.39
H -0.815 1.007 2.320  0.37
H -1.038 -1.174 2.053  0.22
H -2.229 -2.102 0.530  0.25
H -3.468 -1.061 1.203  0.25
H -2.268 1.337 -1.610  0.51
H 0.577 0.892 0.870  0.42
H 1.610 -0.278 -1.657  0.21
H 1.965 2.302 0.437  0.23
H 0.822 1.942 -1.014  0.21
H 2.704 2.433 -1.179  0.26
H 2.143 -2.092 -0.872  0.50
N -1.355 0.782 1.555  -0.84
N 0.979 0.029 0.456  -0.62
O 0.146 -2.009 -0.274  -0.65
O -4.006 -0.446 -1.450  -0.55
O -1.978 0.580 -1.036  -0.74
O 4.191 0.047 -0.127  -0.57
O 3.008 -2.015 -0.477  -0.66

***

## b
Density functional theory data (the ωB97M-V functional and the def2-TZVPD basis) for one molecule with the formula C7H12N2O5.

Results
SMILES string	C[C@H](NC(=O)[C@@H](N)CC(=O)O)C(=O)O
total charge	0
E_HOMO	-9.9	eV
frontier orbital gap	10.17	eV

Each line ends with the natural charge from an NBO analysis.
Atoms and positions in Å:
C 1.597 -0.763 1.039  -0.09
C 0.478 -0.957 0.010  0.64
C 2.025 0.874 0.970  -0.52
C 2.033 1.602 -0.436  0.80
C -1.731 -0.082 -0.396  -0.16
C -2.941 0.538 0.283  0.76
C -2.332 -1.145 -1.369  -0.62
H 2.359 -2.500 0.390  0.35
H 3.156 -1.261 -0.196  0.36
H 1.242 -0.951 2.015  0.20
H 1.067 1.206 1.354  0.23
H 2.862 1.024 1.677  0.25
H 3.313 2.160 -1.564  0.50
H -1.108 -0.619 1.473  0.41
H -1.194 0.742 -0.994  0.25
H -2.620 -2.008 -0.682  0.20
H -3.247 -0.749 -1.868  0.25
H -1.709 -1.564 -2.198  0.24
H -3.537 2.037 1.430  0.52
N 2.774 -1.672 0.714  -0.81
N -0.712 -0.466 0.508  -0.64
O 0.613 -1.065 -1.212  -0.60
O 1.147 2.336 -0.776  -0.58
O 3.138 1.274 -1.073  -0.67
O -3.967 0.610 -0.373  -0.58
O -2.707 1.398 1.272  -0.68

***

b (81.0 kJ/mol below the next structure)

***

## a
Density functional theory data (the ωB97M-V functional and the def2-TZVPD basis) for C10H12GaOS3Se2Te2 as an isolated structure.

Results
total charge	-1
E_HOMO	-4.1	eV
frontier orbital gap	6.28	eV

Each line ends with the natural charge from an NBO analysis.
Atoms and positions in Å:
Ga 0.745 -0.579 -1.868  1.00
S 0.379 1.731 -1.588  -0.27
C -1.343 1.694 -1.849  -0.20
C -2.079 2.796 -1.418  -0.22
C -3.447 2.870 -1.590  -0.24
C -4.112 1.824 -2.209  -0.24
C -3.399 0.721 -2.641  -0.23
C -2.020 0.634 -2.475  -0.18
S -1.227 -0.813 -3.081  -0.25
H -1.550 3.607 -0.940  0.20
H -3.993 3.737 -1.240  0.20
H -5.183 1.861 -2.361  0.20
H -3.906 -0.101 -3.127  0.21
Se 1.125 -3.186 -1.568  -0.59
Te 3.069 -3.660 -3.062  0.07
Te 4.738 -1.915 -1.792  0.00
Se 3.242 0.097 -2.083  -0.55
O 0.127 -0.715 0.166  -1.01
S 0.749 -1.664 1.143  1.28
C 0.027 -1.132 2.755  -0.59
C 1.071 -0.338 3.523  -0.41
C 2.441 -0.825 3.056  -0.41
C 2.368 -0.909 1.546  -0.61
H -0.257 -2.046 3.272  0.22
H -0.864 -0.552 2.525  0.25
H 0.940 -0.467 4.600  0.21
H 0.960 0.723 3.294  0.21
H 2.655 -1.812 3.474  0.20
H 3.233 -0.141 3.368  0.22
H 3.155 -1.517 1.098  0.26
H 2.356 0.075 1.072  0.26

***

## b
Density functional theory data (the ωB97M-V functional and the def2-TZVPD basis) for C10H12GaOS3Se2Te2 as an isolated structure.

Results
total charge	-1
E_HOMO	-4.6	eV
frontier orbital gap	6.71	eV

Each line ends with the natural charge from an NBO analysis.
Atoms and positions in Å:
Ga 0.937 1.374 -0.513  0.82
S 3.113 1.840 -0.978  -0.24
C 3.741 0.204 -0.772  -0.17
C 5.106 0.009 -0.996  -0.23
C 5.698 -1.233 -0.851  -0.23
C 4.923 -2.322 -0.476  -0.24
C 3.568 -2.148 -0.252  -0.21
C 2.958 -0.900 -0.392  -0.19
S 1.223 -0.816 -0.065  -0.25
H 5.705 0.863 -1.288  0.21
H 6.759 -1.349 -1.032  0.20
H 5.368 -3.302 -0.360  0.20
H 2.954 -2.991 0.039  0.21
Se 0.245 2.620 1.493  -0.52
Te -1.727 3.922 0.626  0.04
Te -0.723 4.286 -1.844  0.09
Se -0.581 1.825 -2.324  -0.49
O -2.912 -2.255 -0.475  -1.01
S -2.468 -0.830 -0.445  1.27
C -2.291 -0.406 1.329  -0.63
C -3.548 0.326 1.807  -0.41
C -4.655 0.055 0.789  -0.41
C -3.968 0.185 -0.561  -0.62
H -1.381 0.174 1.479  0.26
H -2.166 -1.389 1.782  0.24
H -3.348 1.400 1.835  0.21
H -3.826 0.017 2.816  0.21
H -5.479 0.765 0.892  0.21
H -5.055 -0.954 0.902  0.21
H -3.634 1.209 -0.751  0.24
H -4.536 -0.179 -1.415  0.23

***

b (96.2 kJ/mol below the next structure)

***

## a
Density functional theory data (the ωB97M-V functional and the def2-TZVPD basis) for a 2-piece molecular cluster, CH3ClN2O2 overall.

Results
total charge	0
E_HOMO (alpha / beta)	-9.8 / -9.4	eV
frontier orbital gap (alpha / beta)	8.07 / 6.81	eV

Each line ends with the natural charge from an NBO analysis.
Atoms and positions in Å:
C 0.018 -1.444 0.808  -0.24
N 0.471 0.762 0.005  -0.39
N -0.259 0.838 -1.127  0.60
O -0.381 -0.166 -1.734  -0.43
O -0.607 1.905 -1.466  -0.39
Cl 0.459 2.045 1.061  0.19
H -0.148 -0.951 1.865  0.22
H -0.633 -1.338 -0.047  0.24
H 1.080 -1.649 0.634  0.21

***

## b
Density functional theory data (the ωB97M-V functional and the def2-TZVPD basis) for one molecule with the formula CH3ClN2O2.

Results
SMILES string	[O-]/[NH+]=N/[C@H](O)Cl
total charge	0
E_HOMO	-10.8	eV
frontier orbital gap	10.18	eV

Each line ends with the natural charge from an NBO analysis.
Atoms and positions in Å:
C -0.638 -0.477 -0.434  0.15
N 0.413 1.377 0.510  0.19
N -0.716 1.001 0.085  -0.23
O 0.675 2.468 1.033  -0.37
O -0.439 -2.017 0.121  -0.69
Cl 0.759 -0.484 -1.536  -0.05
H 0.341 -1.825 0.718  0.46
H -1.541 -0.700 -0.840  0.20
H 1.147 0.657 0.343  0.34

***

b (316.3 kJ/mol below the next structure)

***

## a
Density functional theory data (the ωB97M-V functional and the def2-TZVPD basis) for one molecule with the formula C3H4ClFN2.

Results
SMILES string	[H]/N=C(N)/C(F)=C/Cl
total charge	0
E_HOMO	-9.6	eV
frontier orbital gap	10.07	eV

Each line ends with the natural charge from an NBO analysis.
Atoms and positions in Å:
C -1.612 0.079 -0.049  0.36
C -0.177 -0.289 0.046  0.34
C 0.842 0.600 0.066  -0.30
H -2.781 1.721 0.222  0.38
H -1.204 2.072 0.439  0.38
H -3.376 -0.348 -0.266  0.32
H 0.723 1.651 0.002  0.22
N -1.827 1.469 -0.027  -0.83
N -2.458 -0.848 -0.090  -0.62
F 0.001 -1.601 0.113  -0.29
Cl 2.489 0.155 -0.057  0.03

***

## b
Density functional theory data (the ωB97M-V functional and the def2-TZVPD basis) for one molecule with the formula C3H4ClFN2.

Results
SMILES string	[H]/N=C(N)/C=C(/F)Cl
total charge	0
E_HOMO	-9.3	eV
frontier orbital gap	10.05	eV

Each line ends with the natural charge from an NBO analysis.
Atoms and positions in Å:
C -0.557 -0.321 -0.073  0.41
C 0.586 0.617 -0.185  -0.38
C 1.842 0.324 0.033  0.41
H -1.767 1.236 0.020  0.38
H -2.506 -0.221 0.282  0.38
H -1.173 -2.141 0.022  0.32
H 0.250 1.667 -0.313  0.22
N -1.703 0.272 0.312  -0.79
N -0.339 -1.592 -0.220  -0.71
F 2.685 1.351 0.007  -0.31
Cl 2.681 -1.190 0.115  0.06

***

## c
Density functional theory data (the ωB97M-V functional and the def2-TZVPD basis) for one molecule with the formula C3H4ClFN2.

Results
SMILES string	[H]/N=C(N)/C(Cl)=C\F
total charge	0
E_HOMO	-9.6	eV
frontier orbital gap	10.18	eV

Each line ends with the natural charge from an NBO analysis.
Atoms and positions in Å:
C 0.577 -0.571 0.003  0.41
C -0.750 -0.176 -0.576  -0.16
C -1.412 0.927 -0.486  0.23
H 1.848 0.180 1.362  0.38
H 0.750 1.380 0.830  0.41
H 1.734 -2.179 0.392  0.36
H -2.436 1.016 -0.789  0.20
N 1.193 0.466 0.739  -0.83
N 0.905 -1.805 -0.005  -0.70
F -0.912 2.199 0.031  -0.37
Cl -1.495 -1.437 -1.500  0.06

***

a (5.4 kJ/mol below the next structure)

***

## a
Density functional theory data (the ωB97M-V functional and the def2-TZVPD basis) for a 2-piece molecular cluster, CH2N3 overall.

Results
total charge	+1
E_HOMO	-19.4	eV
frontier orbital gap	13.94	eV

Each line ends with the natural charge from an NBO analysis.
Atoms and positions in Å:
C 0.478 0.018 -0.591  0.50
N 2.392 -0.877 -2.004  -0.12
N 2.816 -1.082 -3.021  0.15
N -0.069 -0.360 0.332  -0.40
H 0.989 0.315 -1.530  0.33
H -0.347 -0.755 1.264  0.53

***

## b
Density functional theory data (the ωB97M-V functional and the def2-TZVPD basis) for a 2-piece molecular cluster, CH2N3 overall.

Results
total charge	+1
E_HOMO	-18.1	eV
frontier orbital gap	12.22	eV

Each line ends with the natural charge from an NBO analysis.
Atoms and positions in Å:
C 1.501 -0.585 -0.079  0.51
N -2.312 -0.061 -0.300  -0.06
N -3.296 0.182 0.140  0.06
N 1.300 0.532 0.122  -0.38
H 1.726 -1.589 -0.385  0.32
H 1.081 1.522 0.501  0.55

***

b (15.7 kJ/mol below the next structure)